[1]
Density functional theory data (wB97M-V/def2-TZVPD) for the ion C31H48N2O3 with charge +2.

Cartesian coordinates (Å):
C: 1.8299 -7.4913 0.9746
C: 2.6644 -6.6452 0.0253
H: 3.6815 -6.5846 0.4141
H: 2.2558 -5.6341 -0.0111
N: 2.7585 -7.1505 -1.3788
C: 3.4959 -8.4298 -1.4051
H: 2.8993 -9.2204 -0.9563
H: 3.7179 -8.7096 -2.4332
H: 4.4276 -8.3434 -0.8518
C: 1.4070 -7.4030 -1.9680
C: 0.4558 -6.2110 -2.0388
H: 0.2931 -5.7754 -1.0523
H: 0.8453 -5.4394 -2.7042
C: -0.8996 -6.6818 -2.5762
H: -0.7896 -7.0764 -3.5865
H: -1.2934 -7.4739 -1.9380
C: -1.9293 -5.5516 -2.6104
H: -1.5711 -4.7152 -3.2161
O: -2.2574 -5.1372 -1.2947
C: -2.1730 -3.8202 -0.9500
C: -1.2100 -2.9368 -1.4454
C: -1.2336 -1.6317 -1.0010
C: -2.1889 -1.1753 -0.0781
C: -3.1127 -2.0616 0.4411
C: -3.0930 -3.3770 0.0020
H: -3.8088 -4.0905 0.3783
H: -3.8508 -1.7451 1.1610
C: -1.9820 0.2578 0.1243
C: -2.6621 1.1895 0.8839
C: -2.2597 2.5153 0.8264
C: -1.1904 2.9216 0.0283
C: -0.4771 1.9809 -0.7163
C: -0.8913 0.6662 -0.6610
C: -0.3327 -0.5121 -1.3788
O: 0.6455 -0.5588 -2.0874
H: 0.3697 2.2443 -1.3296
O: -0.9128 4.2639 0.0503
C: 0.0084 4.7835 -0.8966
C: -0.1599 6.2982 -1.0095
H: 0.5419 6.6381 -1.7707
H: -1.1681 6.5208 -1.3608
C: 0.1141 7.0527 0.2980
C: -1.1330 7.0276 1.1811
H: -1.4990 6.0025 1.2303
H: -1.9087 7.6333 0.7105
N: -0.9603 7.5245 2.5771
C: -2.2745 7.4631 3.2438
H: -2.6355 6.4382 3.2669
H: -2.1955 7.8340 4.2641
H: -3.0014 8.0659 2.7057
C: -0.4489 8.9323 2.6056
C: -1.2912 9.9638 1.8714
H: -2.2870 10.0664 2.2917
H: -1.3693 9.7590 0.8080
H: -0.7973 10.9264 1.9796
H: 0.5558 8.9262 2.1808
H: -0.3683 9.2244 3.6549
C: 0.0187 6.6911 3.3463
C: -0.2444 5.1930 3.3576
H: -1.1906 4.9404 3.8269
H: 0.5411 4.7274 3.9478
H: -0.2111 4.7558 2.3644
H: 1.0107 6.8744 2.9314
H: 0.0163 7.0614 4.3739
H: 0.9619 6.5797 0.7933
H: 0.3891 8.0791 0.0538
H: 1.0336 4.5388 -0.5864
H: -0.1754 4.3397 -1.8809
H: -2.7900 3.2653 1.3932
H: -3.5002 0.9061 1.5006
H: -0.4608 -3.2363 -2.1629
H: -2.8517 -5.9317 -3.0652
H: 0.9346 -8.1922 -1.3816
H: 1.5603 -7.7907 -2.9781
C: 3.4750 -6.1405 -2.2221
C: 4.9468 -5.9279 -1.9017
H: 5.3152 -5.1450 -2.5604
H: 5.5459 -6.8137 -2.0884
H: 5.1086 -5.5921 -0.8818
H: 2.9521 -5.1898 -2.1130
H: 3.3858 -6.4650 -3.2611
H: 2.1878 -8.5143 1.0410
H: 0.7759 -7.4950 0.7137
H: 1.9147 -7.0553 1.9671

Cartesian forces (eV/Å) of the 6 atoms listed first:
C 0.056 0.025 -0.201
C -0.128 0.221 0.840
H -0.043 0.038 -0.188
H 0.103 -0.057 -0.145
N -0.013 0.017 -0.070
C 0.406 -0.717 0.040

Values from the calculation:
ΔE to the lowest compared entry with this formula, charge and spin in kJ/mol: 15.2
Highest occupied orbital energy in eV: -11.6
Frontier orbital gap in eV: 7.44
Structure (SMILES): CC[N+](C)(CC)CCCCOc1ccc2c(c1)C(=O)c1cc(OCCCC[N+](C)(CC)CC)ccc1-2
Spin multiplicity: 1
Charge: +2


[2]
Density functional theory data (wB97M-V/def2-TZVPD) for a cluster of 7 separate species, C31H48N4O20S in total at a distorted geometry.

Cartesian coordinates (Å):
N: -0.4640 -4.9917 2.1940
C: -0.1162 -3.9946 1.1658
C: 0.3933 -2.7069 1.8121
C: 1.2976 -1.8924 0.8813
C: 1.2867 -0.4078 1.2478
C: 0.5331 0.5200 0.2658
C: 1.3968 1.8323 0.3435
C: 0.8624 2.5959 1.5625
C: 1.5533 3.8650 2.0717
C: 2.9440 3.6402 2.6793
C: 3.2423 4.5441 3.8736
S: 4.3432 3.8358 5.1605
C: 5.2230 2.6100 4.2883
N: 6.3712 2.6997 3.7199
N: 6.6506 1.4454 3.1957
C: 5.6481 0.7099 3.4981
O: 4.7144 1.3577 4.2024
C: 2.7331 1.0835 0.3760
N: 3.9791 1.8180 0.3747
O: 2.5906 0.1726 1.4426
H: -0.3675 -5.9151 1.7970
H: -1.4302 -4.8666 2.4598
H: -0.9877 -3.7312 0.5757
H: 0.6545 -4.4087 0.5209
H: 0.9535 -2.9613 2.7085
H: -0.4690 -2.1136 2.1129
H: 0.9528 -1.9914 -0.1451
H: 2.3102 -2.2759 0.9832
H: 0.7931 -0.3072 2.2155
H: 0.6121 0.1362 -0.7470
H: -0.4853 0.7189 0.5772
H: 1.2633 2.3706 -0.5933
H: -0.1435 2.8987 1.2678
H: 0.7414 1.9232 2.4079
H: 0.9210 4.2546 2.8715
H: 1.5695 4.6427 1.3098
H: 3.0484 2.5968 2.9258
H: 3.6837 3.8614 1.9229
H: 2.3285 4.7966 4.4030
H: 3.7056 5.4648 3.5385
H: 5.4990 -0.3190 3.2424
H: 2.6969 0.4707 -0.5429
H: 4.6670 1.2578 -0.1149
H: 3.8120 2.6208 -0.2235
C: -4.2291 -3.1494 -1.2260
C: -5.2461 -4.2580 -1.4204
O: -4.4129 -5.4169 -1.5472
C: -3.2319 -5.1574 -0.9329
O: -2.3954 -5.9718 -0.7073
O: -3.1460 -3.8525 -0.6141
H: -4.5624 -2.3503 -0.5714
H: -3.8849 -2.7210 -2.1680
H: -5.8916 -4.3875 -0.5501
H: -5.8571 -4.1391 -2.3111
C: -1.8858 3.0659 -1.4775
C: -1.8111 2.2988 -2.7821
O: -2.0227 0.9468 -2.3437
C: -2.6917 0.9732 -1.1753
O: -3.1727 0.0186 -0.6525
O: -2.7519 2.2316 -0.6872
H: -2.3103 4.0584 -1.5783
H: -0.9162 3.1362 -0.9807
H: -2.6138 2.5727 -3.4700
H: -0.8580 2.3811 -3.2907
C: -5.6117 6.1549 -2.5207
C: -5.5527 5.9296 -4.0209
O: -4.1787 6.2070 -4.3138
C: -3.4535 6.0248 -3.1880
O: -2.2675 6.0049 -3.1358
O: -4.2703 5.8538 -2.1213
H: -6.3081 5.5000 -2.0053
H: -5.8278 7.1925 -2.2628
H: -5.7665 4.8956 -4.2955
H: -6.1949 6.5955 -4.5899
C: 3.1913 -4.2852 -2.1982
C: 3.4715 -4.2625 -3.6896
O: 2.1782 -3.9956 -4.2363
C: 1.4247 -3.3820 -3.2885
O: 0.3711 -2.8772 -3.4814
O: 2.0614 -3.4159 -2.0914
H: 4.0096 -3.9072 -1.5913
H: 2.9045 -5.2764 -1.8438
H: 4.1464 -3.4524 -3.9738
H: 3.8528 -5.2026 -4.0780
C: 3.8702 1.5386 -3.1537
C: 4.0508 1.5540 -4.6614
O: 2.7314 1.8731 -5.1195
C: 2.0741 2.5092 -4.1281
O: 1.0175 3.0404 -4.2331
O: 2.7845 2.4535 -2.9777
H: 4.7382 1.8880 -2.6016
H: 3.5635 0.5627 -2.7715
H: 4.7338 2.3380 -4.9907
H: 4.3657 0.6008 -5.0759
C: -4.0629 -5.5495 5.8500
C: -3.9455 -4.0575 6.1043
O: -3.5530 -3.5643 4.8205
C: -3.9494 -4.4503 3.8784
O: -3.9113 -4.2558 2.7081
O: -4.3903 -5.5915 4.4573
H: -4.8442 -6.0329 6.4294
H: -3.1183 -6.0734 6.0026
H: -4.9005 -3.6048 6.3761
H: -3.1964 -3.7969 6.8463

Cartesian forces (eV/Å) of the 6 atoms listed first:
N 0.371 0.148 -0.130
C -0.060 0.195 0.736
C 0.125 -0.165 -0.285
C -0.371 0.357 0.198
C -0.596 0.136 0.692
C 1.021 0.725 0.184

Values from the calculation:
Highest occupied orbital energy in eV: -8.4
Frontier orbital gap in eV: 8.52
Structure (SMILES): NCCC[C@@H]1C[C@@H](CCCCSc2nnco2)[C@@H](N)O1.O=C1OCCO1.O=C1OCCO1.O=C1OCCO1.O=C1OCCO1.O=C1OCCO1.O=C1OCCO1
Spin multiplicity: 1


[3]
Density functional theory data (wB97M-V/def2-TZVPD) for a cluster of 5 separate species, C31H48N5O2 in total at a distorted geometry.

Cartesian coordinates (Å):
C: 5.2746 -2.2560 1.8161
C: 4.8861 -1.0335 2.4258
N: 4.6921 0.2434 1.7287
C: 3.2701 0.3653 1.1896
C: 3.3088 -0.2657 -0.2925
C: 2.9079 1.9312 1.2594
C: 1.6738 2.3836 0.3518
C: 0.4460 1.3625 0.3448
C: -0.5936 1.5755 1.5632
C: -1.8603 0.5960 1.2568
C: -1.9539 -0.6488 2.2651
C: -1.6888 -2.0811 1.5728
C: -2.5038 -2.3149 0.2125
C: -1.6267 -2.8395 -1.0244
C: -0.2135 -2.1108 -1.2113
C: 2.3707 -0.5087 2.2374
O: 2.0830 0.0549 3.3556
O: 1.8929 -1.7667 1.9580
H: 5.6668 -2.3445 0.7543
H: 5.1388 -3.2176 2.4305
H: 4.7022 -1.0812 3.5583
H: 5.3787 0.3679 0.9709
H: 3.0794 -1.3958 -0.2553
H: 4.3152 -0.1553 -0.8312
H: 2.5247 0.1714 -1.0112
H: 2.8174 2.2793 2.3539
H: 3.8342 2.4961 0.8540
H: 1.2901 3.3819 0.7883
H: 2.0099 2.6437 -0.7215
H: -0.1642 1.5932 -0.6113
H: 0.7296 0.2629 0.2727
H: -0.1353 1.3958 2.5891
H: -1.0268 2.6438 1.5144
H: -1.7757 0.3166 0.1558
H: -2.8324 1.2052 1.3661
H: -2.9297 -0.6509 2.8802
H: -1.1098 -0.5036 3.0380
H: -0.5601 -2.2143 1.4884
H: -2.0585 -2.8678 2.3274
H: -3.3037 -3.1224 0.4238
H: -3.0905 -1.3983 -0.1464
H: -2.2418 -2.6090 -1.9776
H: -1.5131 -3.9868 -1.0120
H: 0.5026 -2.4350 -0.3759
H: -0.2649 -0.9734 -1.2018
H: 0.2532 -2.5127 -2.1861
N: -5.6811 0.4165 -2.0043
C: -6.9792 0.7069 -1.6756
C: -6.9660 1.7410 -0.7721
C: -5.6101 2.0915 -0.5516
C: -4.8407 1.2596 -1.3270
H: -5.3900 -0.3042 -2.6445
H: -7.7972 0.1528 -2.1108
H: -7.8354 2.1956 -0.3207
H: -5.2386 2.8669 0.1018
H: -3.7707 1.1936 -1.4542
N: 6.6656 2.4688 -1.3455
C: 5.9229 3.4195 -1.9905
C: 6.0705 3.2313 -3.3425
C: 6.9314 2.1206 -3.5211
C: 7.2800 1.6686 -2.2719
H: 6.7461 2.3718 -0.3460
H: 5.3547 4.1483 -1.4329
H: 5.6089 3.8258 -4.1168
H: 7.2588 1.6977 -4.4594
H: 7.9113 0.8495 -1.9629
N: 3.0248 -2.9769 5.1086
C: 4.0056 -3.9212 5.2403
C: 4.1365 -4.2155 6.5767
C: 3.1945 -3.4220 7.2754
C: 2.5215 -2.6701 6.3416
H: 2.7176 -2.5679 4.2318
H: 4.5263 -4.3011 4.3749
H: 4.8322 -4.9240 7.0026
H: 3.0262 -3.4025 8.3424
H: 1.7304 -1.9440 6.4495
N: -7.2648 1.5061 -5.4102
C: -7.3414 0.8309 -6.5990
C: -8.4805 1.2415 -7.2471
C: -9.1117 2.2042 -6.4210
C: -8.3373 2.3489 -5.2959
H: -6.5329 1.3998 -4.7258
H: -6.5815 0.1176 -6.8797
H: -8.8210 0.8889 -8.2094
H: -10.0304 2.7333 -6.6269
H: -8.4572 2.9761 -4.4257

Cartesian forces (eV/Å) of the 6 atoms listed first:
C -0.699 2.071 1.544
C 1.212 -2.914 -1.167
N 0.028 -1.004 0.858
C 0.574 -0.278 -0.265
C -0.834 -0.491 -0.576
C 0.671 0.202 -0.554

Values from the calculation:
Highest occupied orbital energy in eV: -5.1
Frontier orbital gap in eV: 7.09
Spin multiplicity: 1
Charge: -1


[4]
Density functional theory data (wB97M-V/def2-TZVPD) for a structure of composition C31H48N8O3PS2Sr at a distorted geometry.

Cartesian coordinates (Å):
Sr: 1.2566 -0.3898 -0.1814
C: -0.5930 1.0982 4.1803
C: -0.2849 0.1706 3.0338
N: 0.2055 0.5855 1.9350
N: 0.3670 1.9683 1.7485
C: -0.3646 2.3396 0.7430
S: -1.5045 1.3465 -0.1037
S: -0.2412 4.0864 0.3115
C: -1.9920 4.5126 0.4700
C: -2.5238 4.4284 1.8739
C: -2.1013 5.3113 2.8658
C: -2.5765 5.2008 4.1619
C: -3.4839 4.1983 4.4891
C: -3.9012 3.3076 3.5125
C: -3.4171 3.4192 2.2138
C: -0.6692 -1.2713 3.1420
C: -1.2136 -1.7216 4.3468
C: -1.6920 -3.0090 4.5337
C: -1.6413 -3.8938 3.4609
C: -1.1261 -3.4869 2.2487
C: -0.6207 -2.1802 2.0264
O: -0.1370 -1.8787 0.8651
H: -1.6700 1.2145 4.3232
H: -0.1741 2.0804 3.9768
H: -0.1741 0.7061 5.1089
H: -2.5285 3.8249 -0.1833
H: -2.0601 5.5291 0.0765
H: -1.3768 6.0787 2.6170
H: -2.2306 5.8892 4.9236
H: -3.8525 4.1074 5.5037
H: -4.5977 2.5157 3.7589
H: -3.6965 2.6936 1.4598
H: -1.2811 -1.0303 5.1766
H: -2.1074 -3.3093 5.4868
H: -2.0051 -4.9097 3.5731
H: -1.0893 -4.1689 1.4063
C: 2.9892 -0.8987 -3.1776
N: 2.4708 -1.3675 -1.8909
C: 2.4276 -2.8420 -1.8251
C: 3.3947 -0.8484 -0.8362
C: 3.1550 -1.5331 0.5583
N: 3.0325 -0.5187 1.6268
C: 2.8275 -1.2121 2.8973
C: 4.2558 0.2835 1.6899
H: 3.9697 -1.3439 -3.3985
H: 3.1039 0.1813 -3.1285
H: 2.2831 -1.1193 -3.9728
H: 3.4188 -3.2739 -1.6375
H: 2.0522 -3.2484 -2.7629
H: 1.7500 -3.1752 -1.0389
H: 3.2330 0.2457 -0.7459
H: 4.4360 -0.9860 -1.1396
H: 3.9686 -2.2342 0.7796
H: 2.2293 -2.1362 0.5385
H: 3.6857 -1.8548 3.1409
H: 1.9226 -1.8174 2.8429
H: 2.6917 -0.4719 3.6842
H: 5.1614 -0.3408 1.7363
H: 4.2174 0.9185 2.5728
H: 4.3521 0.9496 0.8325
N: 3.4130 3.1745 -0.6159
C: 3.3762 3.3000 -2.0827
C: 1.9658 3.3417 -2.6727
C: 1.2876 1.9783 -2.5972
O: 0.8649 1.4718 -3.6447
O: 1.2448 1.4082 -1.4530
H: 2.7069 2.4804 -0.3736
H: 3.0237 4.0263 -0.2188
H: 3.9234 2.4527 -2.5120
H: 3.9366 4.1976 -2.3531
H: 1.9708 3.6356 -3.7222
H: 1.3815 4.0634 -2.0957
C: -3.6168 -3.1429 -2.7901
N: -2.3543 -3.8531 -2.9968
C: -1.9095 -3.5939 -4.3637
N: -1.7889 -2.1834 -4.7123
C: -3.0689 -1.5313 -4.4411
N: -3.5605 -1.7147 -3.0784
C: -2.7087 -1.0107 -2.1107
P: -0.9471 -1.5900 -2.0810
C: -1.3498 -3.4101 -2.0168
C: -0.7117 -1.5458 -3.9361
H: -3.9331 -3.2816 -1.7543
H: -4.3647 -3.5922 -3.4506
H: -2.6384 -4.0490 -5.0416
H: -0.9420 -4.0798 -4.5182
H: -3.8133 -1.9464 -5.1277
H: -2.9649 -0.4627 -4.6361
H: -3.1275 -1.1258 -1.1078
H: -2.7052 0.0583 -2.3313
H: -1.7164 -3.6383 -1.0128
H: -0.4360 -3.9929 -2.1668
H: 0.2238 -2.0605 -4.1797
H: -0.5912 -0.5026 -4.2356

Cartesian forces (eV/Å) of the 6 atoms listed first:
Sr -7.805 2.793 1.682
C -0.066 0.094 -0.019
C -0.355 -0.378 0.054
N 0.209 0.237 0.208
N 0.088 -0.093 -0.158
C -0.777 -0.251 0.073

Values from the calculation:
ΔE to the lowest compared entry with this formula, charge and spin in kJ/mol: 394.4
Highest occupied orbital energy in eV: -4.1
Frontier orbital gap in eV: 6.07
Spin multiplicity: 1
Charge: -1


[5]
Density functional theory data (wB97M-V/def2-TZVPD) for a structure of composition C31H49BCoGeN6S3Se4 at a distorted geometry.

Cartesian coordinates (Å):
Co: -0.2640 -0.4151 0.4389
C: 0.4386 1.1568 5.3469
C: 0.9222 1.8010 4.0856
C: 1.5781 3.0288 4.0780
C: 2.0563 3.5457 2.8612
N: 1.8847 2.9328 1.7185
N: 1.1934 1.7514 1.7207
B: 0.7279 1.2167 0.3668
N: 1.8818 0.5937 -0.5589
N: 3.2264 1.0847 -0.4196
C: 3.8142 1.5367 -1.4958
C: 3.2764 1.5113 -2.7873
C: 2.0028 0.9192 -2.9774
C: 1.3806 0.8218 -4.3396
C: 1.3126 0.4452 -1.9107
S: -0.2409 -0.2898 -1.8737
C: 5.2255 2.0890 -1.2726
C: 5.3397 3.4951 -1.8725
C: 5.5494 2.1868 0.2187
C: 6.2417 1.1642 -1.9529
N: -0.0724 2.3637 -0.3615
N: 0.5919 3.3112 -1.0159
C: -0.0731 4.2957 -1.5412
C: -1.4799 4.3955 -1.3826
C: -2.1649 3.4288 -0.7303
C: -3.6449 3.4554 -0.5480
C: -1.4171 2.3088 -0.2384
S: -2.1544 0.9480 0.4322
C: 0.6997 5.3338 -2.3411
C: 0.2086 5.2976 -3.7946
C: 0.4648 6.7303 -1.7518
C: 2.1943 5.0289 -2.3152
C: 0.7189 1.1688 2.8611
S: -0.1002 -0.3253 2.7040
C: 2.8630 4.8369 2.8161
C: 2.1594 5.9391 3.6195
C: 4.2419 4.5744 3.4364
C: 3.0302 5.3158 1.3766
H: 0.7395 1.7425 6.2183
H: 0.8418 0.1446 5.4433
H: -0.6500 1.0509 5.3459
H: 1.7442 3.5580 5.0087
H: 3.8420 1.8938 -3.6269
H: 2.0910 1.1193 -5.1140
H: 0.4977 1.4669 -4.4058
H: 1.0336 -0.1934 -4.5460
H: 4.5867 4.1577 -1.4435
H: 5.2080 3.4909 -2.9556
H: 6.3282 3.9114 -1.6517
H: 4.8314 2.8387 0.7151
H: 6.5582 2.5942 0.3508
H: 5.4902 1.2167 0.7075
H: 6.0165 1.0511 -3.0141
H: 6.2195 0.1737 -1.4967
H: 7.2542 1.5712 -1.8517
H: -2.0099 5.2413 -1.8073
H: -4.0739 4.3611 -0.9788
H: -3.8952 3.3991 0.5130
H: -4.0921 2.5741 -1.0113
H: -0.8579 5.5243 -3.8658
H: 0.3754 4.3085 -4.2242
H: 0.7528 6.0313 -4.3954
H: -0.5885 7.0181 -1.7767
H: 1.0271 7.4722 -2.3247
H: 0.8059 6.7712 -0.7147
H: 2.4080 4.0375 -2.7142
H: 2.5721 5.0503 -1.2941
H: 2.7313 5.7788 -2.9044
H: 2.1338 5.7163 4.6874
H: 1.1320 6.0722 3.2764
H: 2.6914 6.8869 3.4926
H: 4.1431 4.2231 4.4657
H: 4.8417 5.4904 3.4399
H: 4.7787 3.8100 2.8743
H: 2.0620 5.5799 0.9437
H: 3.4562 4.5326 0.7514
H: 3.6776 6.1986 1.3563
Se: -1.1962 -2.7784 0.6590
Se: -3.3963 -3.1476 0.2508
Se: -1.5788 -5.1399 -2.1185
Se: -0.0524 -3.8393 -1.1863
C: 3.7370 -0.0480 2.7631
Ge: 3.0739 -1.2781 1.3848
C: 2.4392 -2.9372 2.2270
C: 4.6670 -1.8313 0.3337
C: 1.6641 -0.7646 0.1262
H: 4.7086 -0.4117 3.1097
H: 3.0638 0.0080 3.6185
H: 3.8591 0.9480 2.3381
H: 3.2409 -3.3985 2.8089
H: 2.1183 -3.6468 1.4608
H: 1.5893 -2.7314 2.8767
H: 5.0341 -2.8090 0.6600
H: 5.4747 -1.1083 0.4445
H: 4.4104 -1.8924 -0.7246
H: 1.8001 -1.5092 -0.6701

Cartesian forces (eV/Å) of the 6 atoms listed first:
Co -0.020 -0.250 0.035
C -0.014 0.057 0.144
C 0.919 1.833 1.235
C -0.727 -1.634 0.174
C 0.306 0.151 -0.565
N -0.818 -1.006 0.363

Values from the calculation:
ΔE to the lowest compared entry with this formula, charge and spin in kJ/mol: 34.1
Highest occupied orbital energy (alpha / beta) in eV: 0.1 / 0.1
Frontier orbital gap (alpha / beta) in eV: 3.65 / 3.63
Spin multiplicity: 2
Charge: -2


Sequential electronic energy output: -42035.64869 -90670.12992 -44468.21458 -82786.46187 -430595.97660 eV